No. 1
4 unconnected molecules or ions with the total composition C32H69BrN4O5P2. Source: the OMol25 dataset; level of theory: ωB97M-V/def2-TZVPD.

The geometry in XYZ format:
```
113
Properties=species:S:1:pos:R:3
C 2.042 2.333 5.301
O 2.334 1.816 3.998
C 1.336 1.954 3.034
P 0.638 0.286 2.636
C -1.133 0.262 2.256
C -2.183 0.217 3.387
C -2.482 1.529 4.122
N -1.473 1.892 5.114
P 1.538 -1.118 4.190
O 0.457 -0.896 5.379
Br 0.759 -2.911 3.170
H 2.992 2.671 5.722
H 1.365 3.195 5.230
H 1.587 1.562 5.943
H 1.780 2.330 2.100
H 0.516 2.622 3.331
H 1.267 -0.102 1.448
H -1.270 -0.630 1.621
H -1.310 1.136 1.605
H -3.110 -0.104 2.889
H -1.959 -0.564 4.124
H -3.448 1.393 4.633
H -2.633 2.338 3.394
H -0.758 1.198 5.274
H -1.075 2.810 5.009
H -0.348 -1.428 5.333
C -5.019 -1.648 -0.696
C -3.888 -1.329 -1.697
C -3.824 -2.360 -2.834
C -3.277 -3.719 -2.417
C -1.901 -3.563 -1.780
C -1.902 -2.589 -0.598
N -2.541 -1.289 -1.023
O -1.712 -0.487 -1.586
C -2.609 -3.228 0.603
C -0.478 -2.264 -0.167
C -4.170 0.049 -2.287
H -5.726 -2.360 -1.122
H -4.668 -2.052 0.245
H -5.568 -0.738 -0.455
H -3.191 -1.960 -3.632
H -4.828 -2.461 -3.253
H -3.970 -4.224 -1.737
H -3.195 -4.350 -3.302
H -1.518 -4.526 -1.432
H -1.202 -3.196 -2.539
H -2.783 -2.495 1.396
H -1.965 -4.013 1.001
H -3.558 -3.693 0.352
H 0.126 -1.901 -0.993
H -0.008 -3.163 0.237
H -0.485 -1.498 0.609
H -4.113 0.821 -1.519
H -5.184 0.036 -2.691
H -3.477 0.303 -3.084
C 5.668 8.012 5.825
C 5.044 6.671 6.263
C 5.691 6.126 7.545
C 7.096 5.573 7.345
C 7.097 4.504 6.257
C 6.522 5.004 4.927
N 5.168 5.619 5.192
O 4.226 4.749 5.231
C 7.502 5.980 4.268
C 6.322 3.842 3.959
C 3.562 6.921 6.525
H 6.242 8.459 6.636
H 6.317 7.928 4.964
H 4.881 8.714 5.548
H 5.053 5.328 7.938
H 5.689 6.927 8.287
H 7.795 6.378 7.101
H 7.447 5.136 8.281
H 8.111 4.141 6.070
H 6.508 3.647 6.598
H 7.041 6.483 3.417
H 8.353 5.407 3.899
H 7.894 6.731 4.948
H 5.718 3.050 4.395
H 7.301 3.433 3.704
H 5.838 4.180 3.043
H 3.048 7.203 5.605
H 3.483 7.749 7.232
H 3.067 6.051 6.947
C -3.531 -2.597 -8.848
C -2.703 -3.190 -7.690
C -1.288 -3.586 -8.138
C -1.241 -4.840 -9.003
C -1.916 -6.005 -8.288
C -3.358 -5.696 -7.869
N -3.364 -4.402 -7.090
O -3.074 -4.567 -5.851
C -4.264 -5.651 -9.105
C -3.896 -6.790 -6.953
C -2.595 -2.117 -6.610
H -2.890 -2.313 -9.683
H -4.290 -3.270 -9.225
H -4.055 -1.702 -8.511
H -0.681 -3.756 -7.243
H -0.851 -2.734 -8.662
H -1.708 -4.655 -9.974
H -0.200 -5.096 -9.208
H -1.934 -6.894 -8.924
H -1.337 -6.260 -7.395
H -5.249 -5.258 -8.853
H -4.390 -6.672 -9.468
H -3.854 -5.069 -9.926
H -3.248 -6.955 -6.097
H -3.964 -7.716 -7.525
H -4.890 -6.534 -6.586
H -3.577 -1.893 -6.189
H -2.202 -1.211 -7.076
H -1.931 -2.414 -5.802
```

Summary:
total charge	+1
LUMO level (spin up / spin down)	-3.17 / -3.17	eV
orbital gap (spin up / spin down)	6.34 / 7.55	eV
HOMO level (spin up / spin down)	-9.508 / -10.726	eV
E	-5112.220406	hartree
multiplicity	4

Here are the Löwdin charges for atoms 1 to 99, given in e: number 1, C, carries -0.073; number 2, O, carries -0.269; number 3, C, carries -0.367; number 4, P, carries 0.896; number 5, C, carries -0.329; number 6, C, carries -0.224; number 7, C, carries -0.269; number 8, N, carries 0.021; number 9, P, carries 0.467; number 10, O, carries -0.429; number 11, Br, carries 0.369; number 12, H, carries 0.084; number 13, H, carries 0.094; number 14, H, carries 0.079; number 15, H, carries 0.114; number 16, H, carries 0.091; number 17, H, carries 0.037; number 18, H, carries 0.033; number 19, H, carries 0.117; number 20, H, carries 0.118; number 21, H, carries 0.095; number 22, H, carries 0.112; number 23, H, carries 0.120; number 24, H, carries 0.024; number 25, H, carries 0.059; number 26, H, carries 0.041; number 27, C, carries -0.011; number 28, C, carries -0.471; number 29, C, carries -0.132; number 30, C, carries -0.158; number 31, C, carries -0.122; number 32, C, carries -0.477; number 33, N, carries -0.101; number 34, O, carries -0.032; number 35, C, carries -0.031; number 36, C, carries -0.075; number 37, C, carries -0.044; number 38, H, carries 0.093; number 39, H, carries 0.049; number 40, H, carries 0.081; number 41, H, carries 0.109; number 42, H, carries 0.130; number 43, H, carries 0.111; number 44, H, carries 0.102; number 45, H, carries 0.129; number 46, H, carries 0.129; number 47, H, carries 0.077; number 48, H, carries 0.087; number 49, H, carries 0.073; number 50, H, carries 0.091; number 51, H, carries 0.065; number 52, H, carries 0.002; number 53, H, carries 0.088; number 54, H, carries 0.096; number 55, H, carries 0.080; number 56, C, carries -0.010; number 57, C, carries -0.472; number 58, C, carries -0.139; number 59, C, carries -0.169; number 60, C, carries -0.133; number 61, C, carries -0.484; number 62, N, carries -0.089; number 63, O, carries -0.059; number 64, C, carries -0.038; number 65, C, carries -0.042; number 66, C, carries -0.049; number 67, H, carries 0.093; number 68, H, carries 0.052; number 69, H, carries 0.083; number 70, H, carries 0.122; number 71, H, carries 0.124; number 72, H, carries 0.109; number 73, H, carries 0.116; number 74, H, carries 0.127; number 75, H, carries 0.124; number 76, H, carries 0.095; number 77, H, carries 0.090; number 78, H, carries 0.069; number 79, H, carries 0.072; number 80, H, carries 0.089; number 81, H, carries 0.092; number 82, H, carries 0.090; number 83, H, carries 0.095; number 84, H, carries 0.074; number 85, C, carries -0.010; number 86, C, carries -0.471; number 87, C, carries -0.140; number 88, C, carries -0.171; number 89, C, carries -0.133; number 90, C, carries -0.486; number 91, N, carries -0.092; number 92, O, carries -0.046; number 93, C, carries -0.039; number 94, C, carries -0.042; number 95, C, carries -0.053; number 96, H, carries 0.091; number 97, H, carries 0.052; number 98, H, carries 0.082; number 99, H, carries 0.123

***

No. 2
A molecular structure, C32H70F6N2O10Zr in a non-equilibrium geometry. Source: the OMol25 dataset; level of theory: ωB97M-V/def2-TZVPD.

The geometry in XYZ format:
```
121
Properties=species:S:1:pos:R:3
Zr 21.810 -19.942 -8.819
C 19.663 -22.837 -8.287
O 18.637 -22.531 -9.245
O 20.635 -21.811 -8.280
C 19.182 -23.262 -6.814
F 20.226 -23.815 -6.222
F 18.658 -22.321 -6.012
F 18.179 -24.177 -6.693
C 18.583 -23.196 -10.523
C 17.338 -22.796 -11.317
H 17.138 -21.734 -11.179
H 17.281 -23.174 -12.338
H 16.498 -23.232 -10.775
H 18.568 -24.286 -10.542
H 19.506 -22.884 -11.012
H 20.138 -23.717 -8.722
C 22.036 -21.236 -12.100
O 21.027 -20.344 -12.345
O 22.349 -21.032 -10.718
C 21.617 -22.647 -12.757
F 20.276 -22.553 -12.954
F 22.091 -22.827 -14.066
F 21.786 -23.713 -11.940
C 20.868 -19.602 -13.615
C 19.524 -18.975 -13.724
H 18.668 -19.636 -13.591
H 19.507 -18.303 -12.865
H 19.412 -18.317 -14.586
H 21.231 -20.128 -14.498
H 21.531 -18.752 -13.455
H 22.930 -20.965 -12.662
C 24.598 -17.506 -10.958
C 23.381 -17.023 -10.154
C 22.372 -16.245 -10.892
O 22.848 -18.118 -9.497
H 25.258 -18.013 -10.255
H 25.088 -16.704 -11.512
H 24.387 -18.235 -11.740
H 23.787 -16.430 -9.335
H 22.746 -15.251 -11.141
H 21.416 -16.034 -10.414
H 22.096 -16.751 -11.818
O 18.169 -19.587 -10.925
C 18.853 -18.822 -10.147
O 18.299 -17.765 -9.736
O 19.975 -19.162 -9.707
H 18.760 -20.335 -11.035
C 12.597 -24.066 -11.239
C 13.546 -24.039 -12.475
C 14.130 -22.678 -12.784
C 14.894 -22.715 -14.087
C 15.726 -21.521 -14.306
C 16.924 -21.690 -15.240
H 11.829 -24.807 -11.462
H 12.200 -23.057 -11.126
H 13.048 -24.081 -10.246
H 14.344 -24.773 -12.367
H 12.990 -24.342 -13.363
H 14.766 -22.389 -11.947
H 13.348 -21.921 -12.825
H 15.586 -23.548 -13.962
H 14.426 -22.908 -15.053
H 15.145 -20.678 -14.681
H 16.195 -21.302 -13.347
H 16.359 -22.018 -16.112
H 17.370 -20.707 -15.390
H 17.543 -22.516 -14.888
C 17.388 -18.161 -17.550
C 18.209 -19.191 -18.372
C 19.469 -19.675 -17.649
C 19.747 -21.105 -17.759
C 20.968 -21.732 -17.102
C 21.450 -23.161 -17.474
H 17.171 -18.586 -16.570
H 16.466 -17.750 -17.961
H 17.921 -17.277 -17.198
H 17.438 -19.960 -18.426
H 18.384 -18.833 -19.386
H 19.292 -19.346 -16.625
H 20.333 -19.030 -17.811
H 18.897 -21.632 -17.325
H 19.715 -21.321 -18.827
H 21.861 -21.124 -17.248
H 20.754 -21.780 -16.034
H 22.389 -23.444 -16.998
H 20.672 -23.868 -17.186
H 21.593 -23.193 -18.554
C 26.062 -20.798 -10.693
C 26.638 -21.124 -9.335
C 28.157 -21.553 -9.346
O 28.575 -21.978 -8.035
C 29.909 -22.495 -7.965
N 26.504 -19.970 -8.462
H 25.090 -20.308 -10.746
H 26.015 -21.522 -11.505
H 26.703 -20.019 -11.107
H 26.247 -21.999 -8.816
H 28.684 -20.620 -9.546
H 28.271 -22.230 -10.192
H 30.086 -23.430 -8.496
H 30.058 -22.720 -6.908
H 30.531 -21.678 -8.331
H 27.075 -20.041 -7.632
H 26.827 -19.224 -9.060
C 23.729 -23.148 -8.155
C 23.664 -22.028 -7.151
C 24.780 -22.051 -6.060
O 24.497 -20.988 -5.199
C 24.969 -21.098 -3.883
N 23.691 -20.731 -7.795
H 24.730 -23.211 -8.581
H 22.900 -23.165 -8.864
H 23.480 -24.082 -7.650
H 22.700 -22.050 -6.643
H 25.805 -22.145 -6.418
H 24.514 -22.955 -5.511
H 24.806 -20.126 -3.418
H 26.031 -21.329 -3.964
H 24.544 -21.860 -3.230
H 23.904 -20.146 -7.000
H 24.591 -20.638 -8.243
```

Summary:
total charge	-1
LUMO level (spin up / spin down)	2.10 / 2.10	eV
orbital gap (spin up / spin down)	4.66 / 7.46	eV
HOMO level (spin up / spin down)	-2.559 / -5.365	eV
E	-2769.429513	hartree
multiplicity	2

Here are the Löwdin charges for atoms 1 to 99, given in e: number 1, Zr, carries 1.755; number 2, C, carries -0.329; number 3, O, carries -0.084; number 4, O, carries -0.335; number 5, C, carries -0.531; number 6, F, carries 0.139; number 7, F, carries 0.128; number 8, F, carries 0.096; number 9, C, carries -0.231; number 10, C, carries -0.060; number 11, H, carries 0.067; number 12, H, carries 0.075; number 13, H, carries 0.072; number 14, H, carries 0.118; number 15, H, carries 0.090; number 16, H, carries 0.140; number 17, C, carries -0.382; number 18, O, carries -0.106; number 19, O, carries -0.333; number 20, C, carries -0.438; number 21, F, carries 0.083; number 22, F, carries 0.075; number 23, F, carries 0.128; number 24, C, carries -0.195; number 25, C, carries -0.063; number 26, H, carries 0.071; number 27, H, carries 0.081; number 28, H, carries 0.073; number 29, H, carries 0.100; number 30, H, carries 0.110; number 31, H, carries 0.136; number 32, C, carries -0.059; number 33, C, carries -0.593; number 34, C, carries -0.063; number 35, O, carries -0.404; number 36, H, carries 0.044; number 37, H, carries 0.069; number 38, H, carries 0.068; number 39, H, carries 0.119; number 40, H, carries 0.072; number 41, H, carries 0.086; number 42, H, carries 0.071; number 43, O, carries 0.120; number 44, C, carries -0.827; number 45, O, carries -0.024; number 46, O, carries -0.172; number 47, H, carries 0.089; number 48, C, carries -0.100; number 49, C, carries -0.266; number 50, C, carries -0.234; number 51, C, carries -0.256; number 52, C, carries -0.306; number 53, C, carries -0.098; number 54, H, carries 0.063; number 55, H, carries 0.058; number 56, H, carries 0.066; number 57, H, carries 0.103; number 58, H, carries 0.100; number 59, H, carries 0.098; number 60, H, carries 0.118; number 61, H, carries 0.105; number 62, H, carries 0.121; number 63, H, carries 0.118; number 64, H, carries 0.088; number 65, H, carries 0.071; number 66, H, carries 0.054; number 67, H, carries 0.076; number 68, C, carries -0.118; number 69, C, carries -0.236; number 70, C, carries -0.249; number 71, C, carries -0.242; number 72, C, carries -0.253; number 73, C, carries -0.103; number 74, H, carries 0.052; number 75, H, carries 0.065; number 76, H, carries 0.064; number 77, H, carries 0.098; number 78, H, carries 0.099; number 79, H, carries 0.077; number 80, H, carries 0.121; number 81, H, carries 0.101; number 82, H, carries 0.116; number 83, H, carries 0.105; number 84, H, carries 0.079; number 85, H, carries 0.064; number 86, H, carries 0.068; number 87, H, carries 0.061; number 88, C, carries -0.046; number 89, C, carries -0.426; number 90, C, carries -0.184; number 91, O, carries -0.209; number 92, C, carries -0.096; number 93, N, carries 0.051; number 94, H, carries 0.057; number 95, H, carries 0.087; number 96, H, carries 0.079; number 97, H, carries 0.098; number 98, H, carries 0.116; number 99, H, carries 0.123